Here is a molecular structure, C36H35BF4N2O3S9V from the OMol25 dataset. Energies are from ωB97M-V/def2-TZVPD.

Geometry as XYZ:
```
91
Properties=species:S:1:pos:R:3
V -0.45 -0.91 0.08
C -2.72 -3.07 -0.47
C -1.65 -2.66 0.50
N -1.88 -1.53 1.24
N -1.64 -1.51 2.61
C -1.07 -0.43 2.98
S -0.53 0.81 1.89
S -0.75 -0.23 4.72
C -0.56 -1.97 5.19
C -1.82 -2.78 5.35
C -2.84 -2.38 6.20
C -3.98 -3.16 6.36
C -4.11 -4.35 5.67
C -3.10 -4.75 4.81
C -1.97 -3.98 4.65
C -0.73 -3.67 1.06
C -1.02 -5.01 1.24
C -0.12 -5.87 1.86
C 1.10 -5.36 2.30
C 1.43 -4.03 2.10
C 0.54 -3.18 1.45
O 0.83 -1.92 1.18
H -3.25 -2.18 -0.83
H -2.32 -3.62 -1.31
H -3.46 -3.71 0.03
H 0.08 -2.44 4.44
H -0.02 -1.95 6.14
H -2.75 -1.43 6.72
H -4.77 -2.82 7.03
H -5.01 -4.95 5.78
H -3.20 -5.67 4.24
H -1.20 -4.27 3.94
H -1.98 -5.39 0.91
H -0.36 -6.92 2.00
H 1.81 -6.02 2.80
H 2.39 -3.63 2.41
O 1.53 4.14 -1.18
S 2.21 4.37 -2.48
C 3.88 3.66 -2.33
C 3.94 2.23 -1.78
C 4.30 2.11 -0.29
C 3.12 1.88 0.64
S 2.35 0.22 0.67
O 1.37 0.23 -0.49
C 3.72 -0.76 0.07
C 3.76 -1.17 -1.26
C 4.83 -1.95 -1.67
C 5.82 -2.32 -0.78
C 5.75 -1.92 0.55
C 4.68 -1.15 0.98
C 1.58 3.20 -3.68
C 2.00 3.29 -5.00
C 1.55 2.36 -5.91
C 0.67 1.36 -5.50
C 0.23 1.29 -4.19
C 0.69 2.23 -3.27
H 4.42 4.37 -1.69
H 4.31 3.73 -3.33
H 4.70 1.70 -2.36
H 3.00 1.71 -1.96
H 4.83 3.01 0.05
H 5.02 1.30 -0.16
H 2.27 2.53 0.41
H 3.39 2.05 1.69
H 2.96 -0.90 -1.93
H 4.87 -2.29 -2.70
H 6.64 -2.95 -1.11
H 6.51 -2.24 1.26
H 4.59 -0.86 2.02
H 2.67 4.09 -5.31
H 1.87 2.41 -6.95
H 0.31 0.63 -6.22
H -0.47 0.53 -3.87
H 0.34 2.21 -2.24
F -2.29 -0.14 -3.44
B -2.56 0.62 -2.30
F -1.74 0.06 -1.21
F -2.17 1.94 -2.47
F -3.89 0.50 -1.92
C 2.83 -4.87 -2.18
S 1.31 -5.39 -1.34
C 0.12 -4.79 -2.49
C -0.18 -3.49 -2.73
S 0.53 -2.08 -2.03
S -1.35 -3.26 -4.02
C -1.63 -4.91 -4.43
S -2.62 -5.41 -5.67
S -0.69 -5.98 -3.48
H 3.65 -5.12 -1.51
H 2.80 -3.79 -2.33
H 2.95 -5.39 -3.13
```

Results
Highest occupied orbital energy (spin up / spin down), hartree: -0.0851 / -0.0619
Total energy, Ha: -6680.433867
Expectation value of S²: 0.90
Charge: -2
Frontier orbital gap (spin up / spin down), eV: 5.9 / 5.3
Molar mass, g mol⁻¹: 970.0
Multiplicity: 2
Lowest unoccupied orbital energy (spin up / spin down), eV: 3.60 / 3.60
Relative energy (zero: lowest compared OMol25 entry of this formula, charge and spin), kJ/mol: 0.00



Here is a molecular structure, C36H35BrIrN5OS from the OMol25 dataset. Energies are from ωB97M-V/def2-TZVPD.

Geometry as XYZ:
```
80
Properties=species:S:1:pos:R:3
Ir 0.83 -0.79 0.01
N -2.20 -3.71 -0.84
C -1.24 -2.77 -0.76
S -0.54 -2.48 0.81
N -0.95 -2.14 -1.87
N 0.01 -1.19 -1.73
C 0.37 -0.47 -2.74
C -0.24 -0.61 -4.08
C 0.50 -1.11 -5.15
C -0.08 -1.22 -6.40
C -1.40 -0.82 -6.59
C -2.14 -0.32 -5.53
C -1.56 -0.22 -4.27
C 1.45 0.49 -2.48
C 2.00 1.30 -3.46
C 3.04 2.16 -3.13
C 3.50 2.19 -1.82
C 2.89 1.37 -0.89
N 1.89 0.56 -1.20
H -2.41 -4.28 -0.04
H -2.56 -3.97 -1.74
H 1.52 -1.43 -4.99
H 0.49 -1.62 -7.23
H -1.85 -0.91 -7.57
H -3.16 -0.02 -5.68
H -2.14 0.16 -3.44
H 1.62 1.25 -4.47
H 3.48 2.79 -3.88
H 4.32 2.83 -1.53
H 3.21 1.36 0.15
C -3.30 2.11 5.84
C -1.93 2.66 5.42
C -2.00 4.20 5.30
C -0.91 2.30 6.50
C -1.56 2.09 4.06
C -0.37 1.36 3.86
C -0.09 0.87 2.63
Br 1.52 -0.09 2.34
C -0.97 1.07 1.49
O -0.70 0.59 0.36
C -2.18 1.84 1.70
C -2.42 2.31 2.97
C -3.14 2.06 0.54
C -2.42 2.80 -0.60
C -4.34 2.91 0.97
C -3.68 0.71 0.04
H -3.57 2.52 6.81
H -3.28 1.02 5.93
H -4.09 2.38 5.14
H -2.26 4.62 6.27
H -2.76 4.51 4.59
H -1.04 4.61 4.99
H -1.24 2.71 7.46
H 0.08 2.73 6.29
H -0.81 1.22 6.63
H 0.32 1.19 4.68
H -3.32 2.88 3.15
H -2.05 3.77 -0.27
H -3.14 2.99 -1.41
H -1.60 2.22 -1.01
H -4.04 3.90 1.32
H -4.94 2.42 1.74
H -4.99 3.06 0.10
H -2.89 0.07 -0.36
H -4.41 0.89 -0.75
H -4.18 0.17 0.85
N 8.26 -7.29 -1.58
C 7.40 -6.55 -1.39
C 6.33 -5.62 -1.15
C 6.61 -4.28 -0.90
C 5.58 -3.39 -0.68
C 4.25 -3.82 -0.70
C 3.98 -5.17 -0.95
C 5.01 -6.06 -1.18
C 3.18 -2.89 -0.47
C 2.28 -2.11 -0.27
H 7.64 -3.95 -0.88
H 5.80 -2.35 -0.48
H 2.95 -5.50 -0.97
H 4.79 -7.10 -1.37
```

Results
Highest occupied orbital energy (spin up / spin down), hartree: -0.3772 / -0.3770
Total energy, Ha: -4818.170468
Expectation value of S²: 0.78
Charge: +1
Frontier orbital gap (spin up / spin down), eV: 6.8 / 4.7
Molar mass, g mol⁻¹: 857.9
Multiplicity: 2
Lowest unoccupied orbital energy (spin up / spin down), eV: -3.44 / -5.56
Relative energy (zero: lowest compared OMol25 entry of this formula, charge and spin), kJ/mol: 0.00



- Which value of total energy does entry 1 give?
  -6680.433867 Ha



- Which of these has the lowest molar mass?
  C36H35BrIrN5OS